The following is a DFT calculation (wB97M-V/def2-TZVPD) of a structure of composition C39H30I2N8S2SeY.

F_max	0.015	hartree/bohr
spin multiplicity	1
total energy	-157119.899	eV
orbital gap	0.2325	Ha
energy above the lowest of the compared OMol25 structures with the same formula, charge and spin	30.8	kJ/mol
net charge	-1

Geometry (Å):
Y (0.27177, 0.02403, -1.46282)
S (2.94504, -0.57118, -0.71496)
C (2.97805, -2.24865, -0.14358)
C (4.22457, -2.78319, 0.18125)
C (4.34910, -4.08188, 0.63727)
C (3.20669, -4.86612, 0.75625)
C (1.97162, -4.34962, 0.41839)
C (1.81831, -3.03352, -0.03718)
S (0.20543, -2.48015, -0.44638)
H (5.09908, -2.15895, 0.05145)
H (5.32371, -4.48338, 0.88083)
H (3.28199, -5.88988, 1.10120)
H (1.08480, -4.96519, 0.49587)
N (-9.73083, -3.37167, -1.92750)
C (-8.66395, -2.94619, -1.93056)
C (-7.32944, -2.41438, -1.93137)
C (-6.37030, -2.94898, -1.07466)
C (-5.08914, -2.42781, -1.07278)
C (-4.75297, -1.38299, -1.92743)
C (-5.71630, -0.85574, -2.78198)
C (-7.00255, -1.36522, -2.78648)
C (-3.36763, -0.82802, -1.91025)
C (-3.08733, 0.02536, -0.82151)
C (-4.04254, 0.46866, 0.11356)
C (-3.39818, 1.36309, 0.95064)
C (-2.07555, 1.41776, 0.50164)
N (-1.86389, 0.62267, -0.56039)
C (-2.55016, -1.18744, -2.95726)
C (-2.93317, -2.00515, -4.07331)
C (-1.85726, -2.07219, -4.90611)
C (-0.83057, -1.31514, -4.27867)
N (-1.21874, -0.78803, -3.13194)
H (-6.63292, -3.76564, -0.41693)
H (-4.33537, -2.83269, -0.41140)
H (-5.44882, -0.04199, -3.44256)
H (-7.75513, -0.95588, -3.44630)
H (-5.07965, 0.17900, 0.14259)
H (-3.81733, 1.91792, 1.77367)
H (-1.27993, 2.02595, 0.89923)
H (-3.89699, -2.46606, -4.20881)
H (-1.76484, -2.59418, -5.84243)
H (0.16169, -1.16017, -4.67092)
I (2.71549, -1.08410, -3.20396)
I (2.54057, -1.81795, -6.08646)
Se (1.37283, 2.22496, -2.74102)
C (0.37049, 3.83004, -2.44222)
C (0.94931, 5.05101, -2.78696)
C (0.26657, 6.24081, -2.59333)
C (-1.00977, 6.23968, -2.04844)
C (-1.59531, 5.02947, -1.70453)
C (-0.91435, 3.83816, -1.90084)
H (1.94542, 5.05774, -3.21140)
H (0.73655, 7.17691, -2.87043)
H (-1.54249, 7.16942, -1.89845)
H (-2.59346, 5.00740, -1.28361)
H (-1.39457, 2.90346, -1.64190)
C (0.22743, -0.44289, 2.49495)
C (0.92601, 0.78554, 2.03254)
N (0.92804, 1.24839, 0.80594)
C (1.64371, 2.42780, 0.82592)
C (2.07836, 2.67245, 2.08562)
N (1.62013, 1.61907, 2.85336)
C (1.79001, 1.48537, 4.27462)
N (3.18107, 1.39427, 4.62862)
N (3.72832, 2.30042, 5.46625)
N (4.95256, 2.01076, 5.67465)
C (5.25400, 0.87060, 4.96362)
C (6.44637, 0.14583, 4.86663)
C (6.43009, -0.97551, 4.07452)
C (5.26580, -1.37451, 3.38065)
C (4.08954, -0.66888, 3.45696)
C (4.11194, 0.46427, 4.27785)
H (-0.00006, -1.07126, 1.63093)
H (-0.70992, -0.19320, 2.99653)
H (0.84270, -1.02908, 3.17855)
H (1.81145, 2.98908, -0.07636)
H (2.67426, 3.46098, 2.50487)
H (1.25942, 0.59090, 4.60119)
H (1.39447, 2.35169, 4.80655)
H (7.33230, 0.46495, 5.39502)
H (7.32752, -1.56791, 3.96672)
H (5.29986, -2.26060, 2.76211)
H (3.21692, -0.97273, 2.89741)

Atoms 1-2, force components in eV/Å:
Y -0.2 0.2 0.7
S 0.1 -0.2 0.0

***

The following is a DFT calculation (wB97M-V/def2-TZVPD) of a structure of composition C39H30N5O5PmS2Si at a distorted geometry.

F_max	0.054	hartree/bohr
spin multiplicity	5
total energy	-104723.193	eV
orbital gap (spin up / spin down)	0.2031 / 0.2038	Ha
energy above the lowest of the compared OMol25 structures with the same formula, charge and spin	0.0	kJ/mol
net charge	-2

Geometry (Å):
Pm (1.02430, 0.60114, -0.89115)
O (3.42609, 1.57437, -1.11107)
C (3.99616, 2.63817, -0.80000)
C (3.47652, 3.75381, -0.00517)
C (4.31238, 4.81330, 0.18822)
C (3.85412, 5.89827, 0.96199)
C (2.58480, 5.83758, 1.57961)
C (1.77076, 4.77344, 1.41543)
C (2.14162, 3.60632, 0.64551)
O (1.45302, 2.58015, 0.51330)
N (4.60104, 7.10423, 1.00913)
O (5.70221, 7.18635, 0.41610)
O (4.16107, 8.11067, 1.57295)
H (5.03243, 2.87049, -1.12575)
H (5.26239, 4.80694, -0.30476)
H (2.29831, 6.69386, 2.17312)
H (0.78435, 4.75114, 1.83495)
O (4.61185, -0.59998, 0.48002)
C (4.13081, -1.60863, 1.34841)
C (2.93811, -1.15946, 2.14149)
C (2.71583, -1.88305, 3.29488)
C (1.65146, -1.60080, 4.12652)
C (0.79956, -0.61657, 3.70328)
C (1.09680, 0.05863, 2.53667)
N (2.13000, -0.16519, 1.74285)
H (3.86182, -0.46611, -0.19396)
H (4.90694, -1.85951, 2.03730)
H (3.84371, -2.47169, 0.72058)
H (3.50431, -2.56751, 3.60248)
H (1.43228, -2.15511, 5.02615)
H (-0.11725, -0.35433, 4.26174)
H (0.43902, 0.81187, 2.23273)
S (-1.12145, 2.21171, -1.57143)
C (-1.53068, 2.06100, -3.27976)
C (-2.60042, 2.78677, -3.82607)
C (-2.98206, 2.58806, -5.09017)
C (-2.25371, 1.76386, -5.92489)
C (-1.09764, 1.20531, -5.45506)
C (-0.73951, 1.24508, -4.11601)
S (0.60204, 0.27918, -3.51647)
H (-3.08367, 3.52165, -3.18146)
H (-3.87770, 3.07930, -5.42084)
H (-2.64211, 1.57418, -6.91063)
H (-0.59282, 0.46740, -6.04559)
C (-4.04868, -3.28394, -3.26381)
C (-3.78770, -1.92122, -3.32980)
C (-3.00961, -1.29917, -2.32092)
C (-2.44599, -2.02313, -1.26726)
C (-2.61494, -3.45072, -1.32200)
C (-3.39518, -4.06028, -2.32305)
Si (-1.46847, -1.21083, 0.16940)
C (-1.12381, -2.67505, 1.32659)
C (-1.87836, -3.01100, 2.48317)
C (-1.40242, -3.94828, 3.38782)
C (-0.24720, -4.67304, 3.09040)
C (0.54488, -4.34265, 1.98622)
C (0.06008, -3.39724, 1.12503)
C (-3.01397, -0.33502, 1.00833)
C (-4.31095, -0.87138, 1.20478)
C (-5.23218, -0.21967, 1.96487)
C (-4.98607, 1.06304, 2.50898)
C (-3.71692, 1.62095, 2.32215)
C (-2.73507, 0.90812, 1.56849)
H (-4.78035, -3.75964, -3.96634)
H (-4.27616, -1.27504, -4.05540)
H (-2.82045, -0.22771, -2.33929)
H (-2.19992, -4.07998, -0.53160)
H (-3.56930, -5.11713, -2.16952)
H (-2.76752, -2.41999, 2.69842)
H (-2.02830, -4.16315, 4.21994)
H (0.11651, -5.49437, 3.71590)
H (1.47163, -4.87872, 1.80039)
H (0.61520, -3.15521, 0.22392)
H (-4.51696, -1.84771, 0.70522)
H (-6.22883, -0.60351, 2.17533)
H (-5.72090, 1.58337, 3.09856)
H (-3.46183, 2.60815, 2.68160)
H (-1.74491, 1.39902, 1.41189)
N (2.26502, -1.54338, -1.40092)
C (3.05168, -2.41913, -1.52628)
N (3.75967, -3.47061, -1.63223)
C (4.51463, -3.70053, -2.68522)
N (5.22653, -4.05045, -3.53894)

Atoms 1-2, force components in eV/Å:
Pm -0.2 0.1 0.3
O 0.9 1.6 0.3

***

The following is a DFT calculation (wB97M-V/def2-TZVPD) of a cluster of 6 separate species, C39H30NO15 in total at a distorted geometry.

F_max	0.107	hartree/bohr
spin multiplicity	1
total energy	-73112.440	eV
orbital gap	0.2115	Ha
net charge	+1

Geometry (Å):
C (3.50626, -4.11631, 3.23297)
C (2.22397, -3.15461, 3.18120)
O (1.67631, -2.89323, 4.29076)
O (1.64413, -2.62713, 1.98593)
C (2.39437, -1.50595, 1.45410)
C (3.80601, -1.88521, 0.80294)
C (5.10666, -1.32272, 1.48464)
N (6.42292, -1.65833, 0.93469)
O (7.54527, -1.18565, 1.54843)
C (6.57013, -2.48484, -0.23797)
C (5.34941, -3.09908, -1.01245)
C (3.91616, -2.79916, -0.44724)
C (2.69724, -3.46770, -1.21770)
O (2.93332, -3.92733, -2.37002)
O (1.38060, -3.63768, -0.71686)
H (3.52814, -4.81345, 4.13402)
H (3.65452, -4.68333, 2.23518)
H (4.42312, -3.41807, 3.32131)
H (1.79841, -0.91705, 0.66303)
H (2.59447, -0.75393, 2.31475)
H (5.06192, -0.64275, 2.39708)
H (7.59562, -1.66136, 2.41971)
H (7.60571, -2.73143, -0.64796)
H (5.47997, -3.74670, -1.95697)
H (1.46240, -4.24905, 0.06254)
C (5.14330, 3.60825, 3.81470)
C (4.55381, 2.74788, 2.98324)
C (3.64723, 1.69565, 3.48639)
O (3.10794, 0.90499, 2.72426)
C (3.41628, 1.63265, 4.94414)
C (4.00522, 2.49249, 5.77665)
C (4.91298, 3.54617, 5.27442)
O (5.44840, 4.33086, 6.03079)
H (5.81105, 4.38521, 3.46386)
H (4.71075, 2.77990, 1.91181)
H (2.74799, 0.85531, 5.29416)
H (3.84755, 2.45997, 6.84759)
C (-4.11572, -1.53974, 0.33481)
C (-3.34514, -0.55580, 0.80049)
C (-1.98242, -0.82281, 1.30500)
O (-1.27782, 0.07457, 1.73225)
C (-1.50516, -2.22110, 1.27230)
C (-2.27495, -3.20580, 0.80653)
C (-3.63902, -2.93891, 0.30152)
O (-4.34113, -3.83574, -0.12558)
H (-5.11663, -1.36166, -0.03802)
H (-3.67898, 0.47432, 0.83056)
H (-0.50424, -2.39695, 1.64531)
H (-1.94095, -4.23575, 0.77601)
C (-2.00653, -1.14921, -4.46128)
C (-2.73775, -0.47632, -3.57190)
C (-4.19158, -0.70789, -3.44256)
O (-4.85902, -0.09200, -2.63188)
C (-4.80345, -1.71478, -4.33509)
C (-4.07224, -2.38794, -5.22480)
C (-2.61795, -2.15632, -5.35441)
O (-1.94943, -2.77073, -6.16361)
H (-0.94055, -0.99157, -4.56983)
H (-2.30503, 0.26403, -2.90974)
H (-5.86919, -1.87218, -4.22612)
H (-4.50475, -3.12809, -5.88646)
C (-6.35541, 2.36819, 0.34453)
C (-7.46304, 2.14531, 1.05338)
C (-7.81904, 2.99772, 2.20771)
O (-8.82766, 2.79413, 2.85591)
C (-6.90104, 4.10688, 2.54449)
C (-5.79345, 4.32949, 1.83551)
C (-5.43760, 3.47719, 0.68138)
O (-4.42749, 3.68082, 0.03233)
H (-6.07887, 1.75320, -0.50378)
H (-8.14608, 1.33799, 0.81956)
H (-7.17738, 4.72145, 3.39212)
H (-5.11035, 5.13672, 2.06926)
C (-1.11462, 3.57524, -4.30473)
C (-0.14951, 3.90751, -3.44576)
C (1.23667, 3.42671, -3.62641)
O (2.11806, 3.72735, -2.84178)
C (1.51227, 2.56535, -4.79602)
C (0.54760, 2.23301, -5.65486)
C (-0.83902, 2.71372, -5.47451)
O (-1.71965, 2.41240, -6.25881)
H (-2.13527, 3.91759, -4.18720)
H (-0.33439, 4.53781, -2.58468)
H (2.53290, 2.22288, -4.91335)
H (0.73254, 1.60241, -6.51589)

Atoms 1-2, force components in eV/Å:
C 0.5 0.8 -1.5
C -1.7 0.2 4.9